[1]
7
Properties=species:S:1:pos:R:3:forces:R:3 method="wB97M-V/def2-TZVPD" relative_energy_kcal_mol=64.1 gap_ev=10.63 total_energy_ha=-241.1715 multiplicity=1 molar_mass_da=61.0 smiles="[H]/N=[N+](/N)[O-]"
N -1.4383 0.2152 0.0445 1.6 -1.3 1.8
N 0.7659 -0.0787 0.2788 1.9 2.1 -0.1
N -0.3045 0.5126 -0.3954 -0.7 0.8 -3.1
O -0.0346 1.2775 -1.4333 -0.3 -1.9 3.1
H -2.2871 0.5523 -0.3713 0.5 0.9 -1.2
H 0.8753 -1.0407 0.4675 -1.6 -1.3 0.0
H 1.7109 0.2196 -0.0094 -1.4 0.7 -0.5

[2]
8
Properties=species:S:1:pos:R:3:forces:R:3 method="wB97M-V/def2-TZVPD" relative_energy_kcal_mol=56.5 gap_ev=9.43 total_energy_ha=-316.3169 multiplicity=1 molar_mass_da=77.0
N -0.0130 -0.6263 -0.4019 -1.0 -2.0 0.9
N -0.4905 0.6987 0.7717 0.9 -0.3 0.3
N 0.9280 -0.1139 -0.8985 3.6 -0.4 -2.4
O -0.5864 -1.7286 -0.4130 0.3 0.8 0.0
O 0.3962 1.5699 0.5934 -0.8 -0.4 1.4
H -0.5401 0.0574 1.6671 0.0 1.6 -1.9
H -1.3043 0.8364 0.1864 -1.1 0.0 0.8
H 1.6102 -0.6935 -1.5053 -1.9 0.7 1.0

[3]
8
Properties=species:S:1:pos:R:3:forces:R:3 method="wB97M-V/def2-TZVPD" relative_energy_kcal_mol=9.7 gap_ev=9.45 total_energy_ha=-1003.3310 multiplicity=1 molar_mass_da=113.2
N 0.5180 -0.9842 1.2598 0.5 -0.3 0.1
O 1.4410 0.9306 0.1171 1.3 1.0 -0.3
O -0.9557 0.2803 -0.4122 0.1 -0.2 0.3
S -1.1753 1.4382 -1.6094 -0.2 -0.3 -0.6
S 0.2373 0.6139 0.8158 -0.4 -1.8 -0.6
H -0.3372 -1.5528 1.4384 1.5 0.3 -0.2
H 1.5395 -1.3698 1.1446 -3.1 1.0 0.0
H -1.2676 0.6438 -2.7541 0.4 0.3 1.2

[4]
9
Properties=species:S:1:pos:R:3:forces:R:3 method="wB97M-V/def2-TZVPD" relative_energy_kcal_mol=65.1 gap_ev="7.89 / 7.89" total_energy_ha=-1021.7845 multiplicity=1 molar_mass_da=128.1 charge=-1
N -0.1264 0.6729 -1.2333 -0.6 0.3 -2.5
O -3.4928 0.3269 0.8650 2.4 0.1 -0.9
O -2.0763 -1.5829 0.2559 0.7 1.2 0.3
O -2.6064 0.0733 -1.4067 0.6 0.5 -0.1
P -0.5286 1.1165 0.2789 1.4 -1.3 2.0
S -2.3288 -0.1490 0.0471 -3.9 -2.3 1.1
H 0.4833 1.3434 -1.7513 -0.9 -1.0 0.5
H -1.1312 0.2599 -1.7200 2.0 1.1 0.7
H 0.8702 -0.2059 1.4397 -1.7 1.4 -1.1

[5]
11
Properties=species:S:1:pos:R:3:forces:R:3 method="wB97M-V/def2-TZVPD" relative_energy_kcal_mol=0.0 gap_ev=12.29 total_energy_ha=-797.5691 multiplicity=1 molar_mass_da=141.1 smiles="O=[N+]([O-])O[Si](O)(O)O"
N 3.2911 0.0056 -0.1353 -2.1 1.7 -0.7
O 3.1017 -1.0139 0.4212 -0.1 -1.6 0.8
O 4.2777 0.5101 -0.5112 1.0 0.5 -0.3
O -0.4023 1.5084 -0.1369 -0.2 0.2 -0.2
O 0.1523 -0.8928 -1.1106 0.0 -0.3 0.1
O 0.5467 -0.3671 1.4691 -0.3 0.2 0.3
O 2.0978 0.8031 -0.4168 1.5 -0.3 0.2
Si 0.5660 0.2313 -0.0280 0.2 -0.5 0.2
H -0.5138 2.0845 0.6162 0.0 0.2 0.2
H -0.2493 -0.6221 -1.9320 -0.1 0.1 -0.3
H 0.9702 -1.2037 1.6487 0.2 -0.2 0.0

[6]
6
Properties=species:S:1:pos:R:3:forces:R:3 method="wB97M-V/def2-TZVPD" relative_energy_kcal_mol=92.1 gap_ev=6.75 total_energy_ha=-473.0405 multiplicity=1 molar_mass_da=64.0 charge=-1
N -1.1336 -0.4064 0.8698 -1.6 -0.4 -0.4
O -0.0876 -0.7275 -0.1281 0.3 -0.9 -0.2
P 0.3854 0.7604 -0.4337 -1.4 -0.3 -1.4
H -1.9366 -0.7763 0.2846 0.4 0.7 1.1
H 1.4667 0.1827 -1.1160 1.1 0.3 -1.2
H 1.3057 0.9670 0.5234 1.2 0.7 2.0

[7]
6
Properties=species:S:1:pos:R:3:forces:R:3 method="wB97M-V/def2-TZVPD" relative_energy_kcal_mol=3.6 gap_ev=9.53 total_energy_ha=-529.9372 multiplicity=1 molar_mass_da=65.1 smiles=NSO
N 0.5637 -0.5617 -0.3209 -2.2 -1.8 -3.2
O -1.9755 0.7353 -0.0479 1.0 -0.1 1.0
S -1.0614 -0.7001 0.0649 -1.0 -0.3 -0.8
H 0.8215 -0.3669 -1.3064 -0.5 -0.4 0.8
H 0.8857 0.1095 0.2388 2.5 3.1 2.8
H -2.2536 1.1143 -0.8841 0.2 -0.7 -0.7

[8]
6
Properties=species:S:1:pos:R:3:forces:R:3 method="wB97M-V/def2-TZVPD" relative_energy_kcal_mol=21.7 gap_ev=10.09 total_energy_ha=-529.9082 multiplicity=1 molar_mass_da=65.1
N -0.4263 0.3367 0.7164 -1.6 -3.4 0.5
O 0.4368 -0.5754 -1.9107 -0.7 0.1 2.9
S 0.4350 -0.7537 -0.3962 1.6 1.9 -0.5
H -0.7163 1.1884 0.2862 -0.6 0.6 -0.1
H -1.1981 -0.2749 1.1791 1.2 2.1 -1.4
H 1.4689 0.0788 0.1253 -0.1 -1.3 -1.3